Record 1
# C18H47NO4Si2Ti

A molecular structure, C18H47NO4Si2Ti at a distorted geometry (ωB97M-V/def2-TZVPD, OMol25).

Structure (XYZ):
```
73
Properties=species:S:1:pos:R:3
Ti 0.800 0.496 -0.373
Si 1.393 0.397 -2.946
Si -1.843 1.268 2.709
O 1.561 3.204 -0.472
O -0.209 -1.125 -0.671
O 0.029 -3.339 -1.114
O -1.956 6.305 0.184
N 1.594 -1.021 1.067
C -0.757 2.123 1.422
C 1.374 5.639 -1.259
C -1.461 -0.604 2.771
C -2.639 5.631 -2.004
C 3.862 3.492 0.432
C -2.168 6.294 1.577
C 2.034 1.632 -4.215
C -1.998 7.697 2.151
C 1.421 -1.337 -3.665
C 1.164 -2.414 0.801
C 0.251 -2.367 -0.416
C -3.585 1.517 2.057
C -1.278 2.066 4.300
C 1.467 4.149 -1.554
C 2.422 0.467 -1.416
C -0.408 0.971 -2.577
C -2.807 5.398 -0.518
C 2.376 3.691 0.626
H -2.543 4.352 -0.266
H -1.647 5.336 -2.360
H -3.869 5.556 -0.235
H -2.782 6.688 -2.230
H 3.114 1.764 -4.090
H 0.571 3.832 -2.120
H 2.031 3.154 1.516
H 2.272 6.033 -0.767
H -1.410 5.630 2.032
H 2.976 1.430 -1.298
H -2.787 8.351 1.768
H 2.461 -1.693 -3.630
H -0.460 -0.810 3.182
H -1.881 1.906 5.201
H -0.531 1.867 -3.214
H 1.289 6.155 -2.224
H 0.487 5.924 -0.674
H -1.028 8.136 1.905
H 1.357 -0.801 2.029
H -1.266 2.470 0.511
H -2.199 -1.094 3.423
H -3.614 2.419 1.430
H 4.372 3.917 1.308
H 1.097 -1.306 -4.715
H 0.628 -2.852 1.670
H 1.550 2.610 -4.113
H -0.674 1.270 -1.515
H -0.046 2.901 1.775
H -0.243 1.136 1.332
H -1.226 3.151 4.140
H -3.174 5.918 1.846
H 4.246 3.994 -0.465
H 3.067 -0.403 -1.166
H -1.530 -1.070 1.773
H 4.144 2.436 0.360
H 2.015 -3.078 0.584
H -2.074 7.658 3.239
H 2.173 4.756 0.792
H 2.621 -0.998 1.024
H 0.788 -2.048 -3.108
H 1.848 1.271 -5.234
H -3.371 5.044 -2.564
H 2.346 3.958 -2.207
H -0.263 1.720 4.535
H -4.333 1.641 2.850
H -1.116 0.200 -2.932
H -3.919 0.682 1.426
```

Output
Frontier orbital gap (spin up / spin down) ... 5.47 / 7.72 eV
Total charge ... 0
Multiplicity ... 3
LUMO energy (spin up / spin down) ... 0.0073 / 0.0044 Eh

***

Record 2
# C18H47NO4Si2Ti

A molecular structure, C18H47NO4Si2Ti at a distorted geometry (ωB97M-V/def2-TZVPD, OMol25).

Structure (XYZ):
```
73
Properties=species:S:1:pos:R:3
Ti 1.531 1.323 1.148
Si 3.425 0.593 -0.864
Si -1.395 0.574 2.708
O 4.394 2.590 3.017
O -0.565 0.217 -1.773
O 2.680 1.188 2.594
O -2.555 -3.152 -1.005
N 1.157 3.327 1.507
C 3.842 -0.054 -2.588
C 5.041 1.331 -0.177
C 2.055 1.815 -0.938
C -0.709 0.460 0.933
C -3.184 1.144 2.522
C -1.588 -3.762 -0.136
C -0.595 -4.551 -0.960
C -5.046 -3.282 -1.005
C -0.547 1.761 3.875
C -3.753 -2.817 -0.326
C 2.875 -0.804 0.261
C -0.855 2.310 -3.150
C -0.994 -1.276 -3.510
C -1.366 -1.073 3.603
C 2.284 3.614 2.456
C 0.092 -0.590 -2.691
C -1.449 1.169 -2.298
C 3.237 2.414 2.711
H -3.672 0.489 1.784
H -1.759 2.910 -3.380
H -3.176 2.170 2.126
H 1.389 1.620 -1.833
H -1.578 0.786 0.326
H -1.086 -2.989 0.479
H -1.024 1.574 4.858
H -3.722 -3.269 0.678
H -3.793 1.135 3.440
H -2.229 -1.048 4.291
H 1.310 3.906 0.670
H 4.882 -0.426 -2.595
H -1.521 -0.487 -4.090
H 1.884 3.898 3.452
H 2.339 2.861 -0.912
H -2.227 0.614 -2.865
H 3.168 -0.876 -2.879
H -5.881 -2.822 -0.451
H 2.890 4.452 2.051
H 0.539 1.603 4.004
H -0.458 -0.543 0.590
H 1.812 -0.683 0.681
H 5.018 1.522 0.917
H 5.266 2.286 -0.692
H 3.624 -0.946 1.063
H -5.139 -2.997 -2.061
H -0.444 -1.171 4.200
H -0.385 1.955 -4.103
H 0.244 1.043 0.354
H -0.025 -3.896 -1.621
H -2.110 -4.447 0.548
H 0.666 -1.269 -2.034
H -1.697 -1.746 -2.788
H 0.108 -5.079 -0.315
H -5.177 -4.372 -0.945
H -0.125 2.911 -2.571
H 0.825 0.002 -3.291
H -1.903 1.609 -1.379
H 2.870 -1.699 -0.395
H -0.511 -2.006 -4.168
H -3.778 -1.722 -0.220
H 0.279 3.726 1.904
H -1.462 -1.943 2.936
H -1.108 -5.300 -1.571
H -0.744 2.815 3.613
H 5.855 0.613 -0.400
H 3.751 0.765 -3.321
```

Output
Energy relative to the best compared isomer or geometry (same formula, charge and spin) ... 139.2 kJ/mol
Frontier orbital gap (spin up / spin down) ... 7.50 / 7.95 eV
Total charge ... +1
Multiplicity ... 2
LUMO energy (spin up / spin down) ... -0.1548 / -0.1440 Eh

***

Record 3
# C18H48AsF6O18S6

A molecular structure, C18H48AsF6O18S6 at a distorted geometry (ωB97M-V/def2-TZVPD, OMol25).

Structure (XYZ):
```
97
Properties=species:S:1:pos:R:3
As -22.675 -28.289 -19.513
S -23.989 -33.506 -18.241
S -20.137 -30.525 -15.344
S -24.863 -24.342 -23.768
S -16.926 -31.752 -19.824
S -27.491 -29.896 -20.279
S -24.187 -28.400 -13.302
F -22.006 -27.453 -20.881
F -23.940 -28.832 -20.581
F -23.505 -26.802 -19.160
F -21.328 -27.797 -18.513
F -23.439 -29.046 -18.141
F -21.756 -29.740 -19.818
O -28.895 -29.614 -20.202
O -24.793 -34.247 -19.154
O -22.750 -34.063 -17.780
O -24.542 -25.815 -24.220
O -20.998 -31.580 -14.926
O -15.967 -32.094 -20.824
O -25.633 -23.769 -24.823
O -20.628 -29.124 -14.694
O -22.849 -29.174 -12.955
O -24.046 -27.010 -13.003
O -16.982 -30.142 -19.788
O -24.912 -33.223 -16.957
O -25.284 -24.303 -22.406
O -27.084 -29.795 -21.832
O -18.264 -32.243 -19.911
O -18.731 -30.575 -15.064
O -26.953 -31.092 -19.734
O -25.289 -29.164 -12.791
C -16.248 -32.030 -18.194
C -22.784 -27.439 -24.515
C -22.850 -30.376 -12.159
C -24.142 -28.562 -15.087
C -25.226 -32.484 -14.734
C -18.207 -29.489 -20.123
C -27.897 -28.953 -22.683
C -27.721 -29.427 -24.131
C -24.229 -33.080 -15.692
C -23.570 -26.633 -23.500
C -23.733 -31.845 -18.855
C -20.431 -30.159 -17.041
C -19.979 -27.941 -15.128
C -23.232 -23.539 -23.887
C -22.867 -30.033 -10.694
C -26.674 -28.451 -19.621
C -17.867 -28.059 -20.568
C -19.920 -26.914 -14.017
H -21.475 -29.868 -17.122
H -22.912 -31.391 -18.318
H -24.242 -27.306 -22.967
H -23.500 -31.898 -19.915
H -24.813 -32.458 -13.725
H -23.199 -28.212 -15.500
H -20.465 -27.483 -15.995
H -23.669 -31.050 -12.411
H -22.042 -29.391 -10.393
H -26.201 -32.974 -14.714
H -19.875 -29.261 -17.301
H -20.923 -26.768 -13.611
H -26.489 -27.838 -20.499
H -25.726 -28.604 -19.118
H -24.897 -27.914 -15.525
H -18.978 -29.482 -19.356
H -19.470 -25.972 -14.331
H -18.950 -28.121 -15.456
H -28.283 -28.745 -24.763
H -23.906 -34.077 -15.406
H -26.652 -29.462 -24.335
H -21.955 -30.876 -12.530
H -27.344 -28.001 -18.892
H -22.940 -23.485 -24.933
H -16.585 -31.314 -17.453
H -24.298 -29.626 -15.244
H -16.573 -33.046 -17.956
H -22.275 -26.827 -25.260
H -21.979 -27.947 -23.983
H -24.723 -31.425 -18.695
H -18.711 -29.880 -21.007
H -18.439 -27.306 -20.030
H -28.910 -29.223 -22.388
H -20.104 -30.956 -17.704
H -15.167 -32.129 -18.248
H -23.311 -22.532 -23.485
H -23.491 -28.139 -24.952
H -23.386 -32.396 -15.795
H -23.040 -26.085 -22.725
H -25.534 -31.456 -14.944
H -19.308 -27.216 -13.163
H -22.482 -24.093 -23.328
H -17.971 -27.955 -21.649
H -16.814 -27.790 -20.444
H -22.886 -30.943 -10.091
H -28.143 -30.430 -24.129
H -23.805 -29.529 -10.449
H -27.755 -27.879 -22.559
```

Output
Energy relative to the best compared isomer or geometry (same formula, charge and spin) ... 49.1 kJ/mol
Frontier orbital gap ... 10.90 eV
Total charge ... -1
Multiplicity ... 1
LUMO energy ... 0.0780 Eh

***

Record 4
# C18H48BBrNO20P4

5 unconnected molecules or ions with the total composition C18H48BBrNO20P4 at a distorted geometry (ωB97M-V/def2-TZVPD, OMol25).

Structure (XYZ):
```
93
Properties=species:S:1:pos:R:3
Br 0.366 -3.359 -9.893
P 1.769 0.908 1.811
P -2.190 -4.110 -2.105
P 0.437 7.196 3.812
P -0.042 3.925 8.692
O 2.384 1.541 0.423
O -3.189 -2.971 -2.757
O 1.289 7.922 2.570
O 0.480 0.323 1.379
O 1.012 5.157 8.839
O -1.656 -4.808 -3.294
O 0.030 -7.860 -12.253
O -1.200 -2.939 -1.585
O 2.957 -0.201 1.825
O -0.857 6.927 2.868
O -1.034 4.899 7.807
O -1.722 -6.514 -12.132
O -1.726 -5.154 -0.879
O 1.611 0.885 3.465
O -1.077 -8.179 -9.287
O 1.933 -7.489 -10.298
O 0.503 3.180 10.082
O 0.403 2.975 7.640
O 1.238 5.973 4.057
O -0.515 7.116 5.159
N -0.645 -4.757 -10.635
C -0.087 -6.130 -10.500
C 2.105 2.016 4.242
C 4.085 -0.024 2.679
C 1.475 9.360 2.570
C -0.320 3.194 11.277
C 1.534 2.425 -0.325
C -0.666 -6.885 -6.671
C 3.022 -7.673 -9.434
C -0.598 -6.929 -11.732
C -1.141 -6.049 -7.895
C 1.091 5.885 10.066
C -1.440 8.002 2.132
C -1.241 -2.531 -0.211
C 0.256 6.910 6.357
C -4.167 -3.430 -3.704
C 1.412 -6.169 -10.223
C -2.632 -5.418 0.218
C -2.079 4.267 7.045
B -0.790 -6.822 -9.231
H 2.162 2.990 -1.010
H -2.224 -2.699 0.235
H 3.532 -6.748 -9.164
H -2.591 3.502 7.624
H 1.341 6.918 9.835
H -1.657 3.825 6.145
H -2.796 5.036 6.764
H -0.912 -6.403 -5.731
H -1.100 -7.877 -6.750
H -1.614 -4.705 -10.368
H -0.431 2.172 11.634
H 1.007 3.121 0.326
H -4.641 -4.353 -3.377
H 4.956 -0.450 2.185
H 0.148 5.871 10.616
H -2.211 -5.015 1.140
H 2.943 1.689 4.858
H 0.413 -6.995 -6.773
H 3.736 -8.311 -9.957
H 0.556 5.870 6.393
H 0.937 9.794 1.726
H 1.121 9.825 3.491
H -0.361 7.131 7.222
H -2.511 7.826 2.063
H 2.714 -8.234 -8.547
H -2.745 -6.496 0.325
H 3.920 -0.556 3.617
H -2.223 -5.901 -7.807
H -1.011 -1.470 -0.157
H 0.174 3.785 12.048
H -3.694 -3.586 -4.671
H 0.815 1.842 -0.896
H 4.285 1.029 2.886
H -1.278 8.969 2.614
H 2.007 -5.519 -10.874
H 1.605 -5.841 -9.194
H -0.483 -3.076 0.353
H -3.618 -4.978 0.059
H 2.537 9.574 2.457
H -1.311 3.610 11.093
H 2.431 2.836 3.601
H -1.025 8.022 1.123
H -2.009 -8.286 -9.496
H 1.884 5.466 10.688
H 1.311 2.378 4.891
H -4.928 -2.657 -3.798
H 1.134 7.556 6.388
H -0.671 -5.071 -7.804
```

Output
Frontier orbital gap ... 3.16 eV
Total charge ... -1
Multiplicity ... 1
LUMO energy ... -0.0176 Eh

***

Record 5
# C18H48BF10NO20S2Tl

A molecular structure, C18H48BF10NO20S2Tl at a distorted geometry (ωB97M-V/def2-TZVPD, OMol25).

Structure (XYZ):
```
101
Properties=species:S:1:pos:R:3
Tl -2.790 3.546 -4.059
S 1.865 2.085 -0.375
S 1.363 -0.470 -0.654
F 1.429 -3.005 -1.563
F 2.047 -1.597 -2.945
F -6.206 1.835 -0.777
F -0.112 -1.788 -2.571
F 3.587 3.519 -1.748
F 4.369 2.708 0.157
F -5.737 -0.051 -1.942
F -7.742 0.307 -0.839
F -7.178 1.610 -2.594
F 4.134 1.347 -1.569
O -4.484 -9.591 -8.185
O -0.250 -6.505 5.788
O -0.756 -0.931 7.631
O -6.296 -8.714 -5.907
O -1.149 1.405 9.309
O -4.415 6.543 0.533
O 5.857 0.361 5.467
O 0.330 -0.872 0.393
O 2.955 7.195 4.815
O 4.380 1.857 -9.138
O 0.388 9.216 5.397
O 1.922 1.724 1.047
O 6.426 -3.200 6.183
O 7.383 0.161 -7.925
O 0.308 -8.112 3.627
O 1.196 3.355 -0.828
O -1.596 0.504 -7.924
O 2.768 -0.671 -0.220
O -4.499 0.050 -7.510
O -3.478 5.105 2.842
N 1.161 0.886 -1.432
C 5.673 1.846 -8.503
C -4.077 7.193 1.712
C 6.658 -1.789 6.284
C 1.143 -1.770 -2.021
C 0.926 8.205 6.225
C -4.274 -8.492 -7.270
C 5.955 0.318 -8.279
C -4.335 6.162 2.857
C 1.377 -7.356 4.166
C 0.953 -7.292 5.615
C 3.660 2.454 -0.958
C -3.665 -0.839 -8.218
C -1.865 1.168 8.112
C 5.633 -1.026 5.536
C -2.559 -0.110 -8.851
C -4.883 -8.495 -5.870
C 1.619 7.053 5.370
C -1.140 0.321 7.020
B -6.727 0.849 -1.539
H -2.825 0.747 8.409
H -5.370 6.623 0.484
H -4.328 -1.157 -9.022
H -2.075 2.141 7.668
H 0.123 7.733 6.791
H 4.765 -1.270 6.149
H 0.990 6.735 4.539
H -0.249 0.878 6.728
H -2.161 -0.839 -9.558
H 4.011 2.738 -9.038
H 5.508 2.437 -7.603
H 5.173 0.798 4.954
H -4.148 6.529 3.866
H -0.815 0.686 -8.452
H 2.945 7.470 3.896
H 1.607 6.148 5.977
H -5.242 -0.395 -7.095
H 5.425 0.020 -7.374
H -5.316 5.691 2.929
H 7.305 -3.565 6.059
H 0.749 -8.280 6.028
H -4.752 8.045 1.798
H -3.963 -9.552 -8.990
H 7.671 -1.694 5.894
H -0.507 -7.658 3.855
H -4.015 4.392 3.196
H -2.915 0.724 -9.455
H -4.439 -9.361 -5.379
H -6.395 -9.299 -6.662
H 6.877 -1.541 7.322
H -4.972 -7.779 -7.710
H -4.525 -7.576 -5.407
H -0.207 9.750 5.928
H 1.577 8.718 6.934
H -0.011 -5.579 5.875
H 1.771 -6.863 6.194
H -1.875 0.180 6.228
H -3.053 7.538 1.569
H -3.396 -1.791 -7.760
H -1.656 1.223 10.103
H 5.384 -1.205 4.490
H 7.867 0.037 -8.745
H -3.264 -8.086 -7.221
H -0.339 -0.578 8.421
H 2.295 -7.853 3.850
H 1.318 -6.400 3.646
H 5.672 -0.201 -9.195
H 6.526 2.325 -8.986
```

Output
Energy relative to the best compared isomer or geometry (same formula, charge and spin) ... 1010.6 kJ/mol
Frontier orbital gap ... 1.06 eV
Total charge ... +1
Multiplicity ... 1
LUMO energy ... -0.3806 Eh

***

Q: Which value of multiplicity does entry 3 give?
A: 1

***

Q: Which value of total charge does entry 1 give?
A: 0

***

Q: What is the total charge in the fifth record?
A: +1